1.
Entry from the OMol25 dataset: a molecular structure, C25H45BN6O3PPtS3Te (wB97M-V/def2-TZVPD).

As for the total charge: -1. For the gap between HOMO and LUMO, the calculation gives 0.191 Ha. The maximum force comes out at 15.608 eV/A. Its LUMO energy is 2.48 eV.

Atoms and positions in Å:
Pt -0.374791 0.063913 -0.424288
C 5.087941 -2.163911 2.188108
C 4.077481 -1.079679 1.738606
C 4.202731 -0.947474 0.203911
C 4.480396 0.244091 2.420617
N 2.676822 -1.455309 2.105821
C 2.293288 -2.585019 2.758680
C 0.920638 -2.597398 2.888740
N 0.429247 -1.490409 2.306910
B -1.062192 -1.106963 2.164144
N -1.236838 0.382076 2.667872
C -0.946251 0.654568 3.955434
C -1.095170 1.994680 4.189075
N -1.482103 2.615555 3.051980
C -1.574079 1.602089 2.128561
S -1.906199 1.809442 0.742869
C -1.685397 4.102361 2.991969
C -2.143008 4.637731 1.615211
C -2.759398 4.510406 4.023232
C -0.352297 4.802787 3.336050
N -1.588119 -1.435623 0.720309
C -2.880267 -1.225213 0.412175
C -3.131616 -1.693064 -0.849989
N -2.001770 -2.230459 -1.370066
C -1.051505 -2.050971 -0.397450
S 0.323325 -2.530987 -0.521739
C -1.903217 -2.903708 -2.706860
C -1.490290 -4.383512 -2.534000
C -3.268036 -2.903147 -3.442839
C -0.891263 -2.166615 -3.606550
C 1.503302 -0.797580 1.866838
S 1.381505 0.487976 1.229579
H 6.124509 -1.881266 1.901673
H 4.860047 -3.138830 1.704664
H 5.064767 -2.294041 3.291202
H 5.247628 -0.704024 -0.086476
H 3.559625 -0.144703 -0.203741
H 3.915360 -1.901763 -0.288215
H 5.530110 0.508349 2.167266
H 4.398964 0.146125 3.524120
H 3.847379 1.092405 2.098844
H 2.948631 -3.365847 3.117681
H 0.326004 -3.374846 3.351697
H -1.710209 -1.808181 2.882230
H -0.625560 -0.075359 4.689804
H -0.910806 2.480771 5.137817
H -3.119856 4.198368 1.320986
H -1.380077 4.441905 0.832127
H -2.280358 5.740541 1.652178
H -3.724487 4.013698 3.788090
H -2.916327 5.611048 4.016054
H -2.461674 4.224502 5.053297
H 0.429362 4.518564 2.598046
H 0.008053 4.518573 4.346401
H -0.466349 5.908478 3.317489
H -3.612898 -0.779399 1.074253
H -4.101526 -1.657573 -1.324652
H -2.220628 -4.912009 -1.883401
H -0.486085 -4.500488 -2.087421
H -1.461562 -4.900773 -3.517630
H -4.035093 -3.449014 -2.850920
H -3.187059 -3.409594 -4.429422
H -3.622396 -1.865930 -3.623650
H 0.131047 -2.178256 -3.184140
H -1.201467 -1.108580 -3.741520
H -0.838188 -2.648602 -4.607020
C 2.227245 -1.153724 -4.052000
C 2.481114 0.215898 -3.441429
O 1.657596 0.374114 -2.305668
P 0.810777 1.905279 -2.391225
O -0.256662 1.946537 -1.021803
Te 2.223092 3.667731 -2.340253
O -0.195694 1.878029 -3.827156
C -1.134988 0.827780 -3.739834
C -2.515430 1.388812 -3.426301
H 2.894951 -1.305804 -4.926029
H 1.171189 -1.227559 -4.388443
H 2.426870 -1.948426 -3.302589
H 2.312721 0.970704 -4.244137
H 3.543368 0.289672 -3.124485
H -0.872120 0.040272 -2.996978
H -1.169529 0.315023 -4.724097
H -2.512111 1.891875 -2.437355
H -3.259268 0.564741 -3.406648
H -2.811819 2.122847 -4.205178
H -1.603057 -0.228683 -1.589014

Forces on atoms 1 to 6 (eV/Å):
Pt -0.91 -0.76 -2.18
C -0.34 -0.45 0.27
C 0.52 0.49 -0.50
C -0.16 0.03 -0.54
C -0.03 0.41 0.27
N 0.02 -0.65 0.53

Per-atom Mulliken charges, elementary charge units: 3.0408, -2.0253, 1.3777, -1.4186, -1.5901, 0.5035, -0.2979, -1.0982, 0.5767, 0.1894, 0.3957, -1.3083, -0.1963, 0.5000, 0.1862, -0.9355, 1.3062, -1.8763, -1.5444, -1.4819, -0.0380, -1.4974, 0.0254, 0.2402, 0.6439, -0.4815, 1.3381, -1.7650, -1.9478, -1.4179, -0.0714, -0.8465, 0.4018, 0.4246, 0.4538, 0.4778, 0.2344, 0.3217, 0.4285, 0.3700, 0.3289, 0.4064, 0.5453, -0.2925, 0.4822, 0.4321, 0.3826, 0.3924, 0.4927, 0.3448, 0.4026, 0.3441, 0.3233, 0.3291, 0.4156, 0.5762, 0.4490, 0.4018, 0.3040, 0.4145, 0.4539, 0.4010, 0.2839, 0.0344, -0.0573, 0.6111, -0.7690, -0.5269, 0.0115, -0.5997, -0.5651, -0.3158, -0.4862, 0.9566, -0.8559, 0.4347, 0.0994, 0.1420, 0.4023, 0.3186, -1.2201, 0.6547, -0.0099, 0.0954, 0.3760, 0.0573

2.
Entry from the OMol25 dataset: a molecular structure, C25H45Br2ClN4O5P (wB97M-V/def2-TZVPD).

As for the total charge: +1. For the gap between HOMO and LUMO, the calculation gives 0.236 Ha. The calculation puts the energy relative to the best compared isomer or geometry (same formula, charge and spin) at 94.9 kcal per mole. The maximum force comes out at 3.883 eV/A. Its LUMO energy is -3.27 eV.

Atoms and positions in Å:
C -3.183471 -6.659051 -5.565221
C -1.805114 -6.974212 -4.837916
O -1.485881 -6.010209 -3.829358
C -0.384590 -5.173537 -4.227097
C -0.111043 -4.179228 -3.031304
O 1.257383 -4.124422 -2.615091
C 1.911141 -2.922835 -3.016191
C 2.101195 -1.891780 -1.814726
O 1.950581 -0.571735 -2.384693
C 2.157097 0.429236 -1.374288
N 0.909340 0.779038 -0.693474
C 0.060863 1.345107 -1.759267
C -1.192761 2.167123 -1.325073
C -2.487158 1.219234 -1.316192
C -3.187628 1.196373 -2.731845
C -4.697786 0.749990 -2.695638
N -5.546595 1.941179 -2.425525
N -1.055886 2.996930 -0.089431
C -0.276579 2.342503 1.040501
Cl 0.286482 3.810380 2.010301
C -1.268441 1.404831 1.769575
Br -1.188509 -0.568660 1.581555
C -2.323515 1.819374 2.558782
C -2.663532 3.310317 2.826229
Br -3.538945 0.540558 3.427768
C 1.098094 1.644980 0.508483
C 1.864731 0.776774 1.577035
C 1.684929 1.073874 3.096396
C 2.695009 0.131469 3.914311
C 2.233392 -0.006125 5.434912
N 2.782504 1.096521 6.242832
C 2.138331 2.263939 6.654296
C 2.973813 3.161102 7.418364
C 4.306355 2.449614 7.480494
C 4.091494 1.215871 6.735293
P 2.274236 3.170742 0.150220
O 1.762587 3.971347 -1.263297
O 3.870052 2.667619 -0.047753
H -4.047449 -6.907256 -4.891510
H -3.262816 -5.572244 -5.826910
H -3.303495 -7.275558 -6.492089
H -0.991830 -7.148434 -5.590437
H -1.969974 -7.961049 -4.315240
H -0.751536 -4.595237 -5.132715
H 0.518558 -5.744668 -4.566638
H -0.567048 -3.184136 -3.277286
H -0.696637 -4.581473 -2.152684
H 1.337436 -2.359247 -3.808993
H 2.920343 -3.140383 -3.456215
H 1.342664 -2.047341 -0.998044
H 3.159321 -2.025157 -1.445663
H 2.977911 0.035943 -0.726470
H 2.602159 1.307665 -1.947473
H 0.644393 1.984260 -2.494121
H -0.332096 0.492465 -2.385944
H -1.401771 2.893774 -2.165782
H -3.188676 1.474724 -0.472069
H -2.092141 0.181731 -1.132771
H -2.636319 0.483121 -3.404125
H -3.132150 2.214595 -3.207265
H -4.891826 -0.121180 -2.016741
H -4.961145 0.395985 -3.736408
H -6.054019 1.764057 -1.558066
H -6.223133 2.086506 -3.177395
H -2.024561 3.190726 0.222024
H -0.669565 3.932004 -0.316257
H -3.649569 3.375855 3.370509
H -2.760260 3.971536 1.931528
H -1.909952 3.719398 3.559696
H 1.553775 -0.296484 1.398399
H 2.976981 0.763690 1.370445
H 0.675976 0.879759 3.537800
H 2.063831 2.118574 3.294683
H 2.832839 -0.860649 3.413016
H 3.670824 0.692046 3.955980
H 1.116008 0.027034 5.546397
H 2.648181 -0.970407 5.829581
H 1.077710 2.511212 6.429811
H 2.750956 4.152781 7.858266
H 5.233951 2.813100 7.965718
H 4.913182 0.481969 6.596561
H 2.349636 3.651978 -1.981894
H 4.139157 2.600186 -0.987177

Forces on atoms 1 to 6 (eV/Å):
C 0.28 0.14 0.37
C -1.50 -1.17 -0.31
O 1.05 -0.23 -0.76
C -0.71 0.98 -0.48
C -1.06 -1.08 0.38
O -0.23 1.13 -0.82

Per-atom Mulliken charges, elementary charge units: -0.9193, -0.3564, -0.3037, -0.4647, -0.2287, -0.4033, -0.7339, 0.0299, -0.4000, -0.6227, 0.8005, -1.0815, -0.0413, -0.8135, -0.7101, -0.6301, -0.5764, 0.0664, -0.1243, 0.0314, -0.3372, -0.0009, 0.3021, -1.0936, -0.1037, 0.7304, -1.5671, -0.6012, -0.5663, -0.8949, 0.2657, -0.2530, -0.5782, -0.4755, -0.3762, 0.1737, -0.5305, -0.4598, 0.2525, 0.2714, 0.3184, 0.3180, 0.2712, 0.2526, 0.2973, 0.1632, 0.3674, 0.3551, 0.3641, 0.1721, 0.2136, 0.3677, 0.1533, 0.4079, 0.2457, 0.5012, 0.5009, 0.3123, 0.2251, 0.3755, 0.2918, 0.3843, 0.2278, 0.2314, 0.3699, 0.6810, 0.4182, 0.2906, 0.2927, 0.4056, 0.7002, 0.0677, 0.2792, 0.4288, 0.3541, 0.3878, 0.2877, 0.3106, 0.3717, 0.3690, 0.3155, 0.3291, 0.3465

3.
Entry from the OMol25 dataset: a molecular structure, C25H45ClP2Pt (wB97M-V/def2-TZVPD).

As for the total charge: +2. For the gap between HOMO and LUMO (spin up / spin down), the calculation gives 0.282 / 0.143 Ha. The calculation puts the energy relative to the best compared isomer or geometry (same formula, charge and spin) at 0.0 kcal per mole. The maximum force comes out at 1.801 eV/A. As for the spin multiplicity: 5. Its LUMO energy (spin up / spin down) is -4.71 / -9.65 eV.

Atoms and positions in Å:
Pt -0.388643 0.253534 1.996033
C -0.571630 -2.034928 2.768188
C 0.814646 -2.304169 2.528308
C 0.708086 -0.516137 4.005250
C -0.662262 -0.954362 3.752841
C 1.587478 -1.395382 3.289008
C -1.754065 -2.850336 2.376009
H -1.584911 -3.368712 1.422523
H -2.649117 -2.215409 2.285467
H -1.977703 -3.618757 3.138239
C -1.810711 -0.763942 4.684692
H -2.770508 -0.902443 4.172202
H -1.765344 0.220248 5.158286
H -1.770124 -1.525849 5.481819
C 1.077537 0.403501 5.112144
H 1.335393 -0.178615 6.012815
H 0.228790 1.052074 5.369205
H 1.957210 1.022106 4.875388
C 3.072190 -1.357293 3.408034
H 3.434204 -1.955086 4.264649
H 3.427957 -0.326705 3.573505
H 3.563086 -1.758028 2.504130
C 1.325626 -3.397143 1.655836
H 1.647657 -4.281402 2.228454
H 2.186816 -3.061908 1.055289
H 0.542634 -3.720519 0.955617
C -1.988330 0.808865 -4.380291
C -1.870498 -0.518850 -4.479853
C -1.010986 -1.227680 -5.487613
C 0.369588 -0.602494 -5.809385
C 1.103292 -0.055723 -4.612987
C 1.014195 1.191081 -4.134267
C 0.104472 2.268788 -4.645331
C -1.261279 1.823495 -5.227055
H -1.565359 -1.343920 -6.435997
H 0.277858 0.129130 -6.627487
H -0.808411 -2.247757 -5.121708
H -1.140176 1.511756 -6.277257
H -2.711483 1.221370 -3.662183
H -2.529076 -1.156519 -3.871628
H -1.886874 2.729798 -5.260522
H -0.116674 2.957152 -3.811341
H 1.715586 1.493870 -3.344905
H 0.639316 2.862068 -5.405370
H 0.983539 -1.423757 -6.211193
H 1.798420 -0.754396 -4.126341
P -1.170764 0.216672 -0.136302
P 1.336349 1.388351 0.925608
C -0.359132 1.389898 -1.271822
C 0.799199 2.182424 -0.641248
H -1.135217 2.072492 -1.657507
H -0.003258 0.795286 -2.127338
H 1.673064 2.216326 -1.322125
H 0.500941 3.226357 -0.427805
C 2.091304 2.562609 2.044932
H 2.626847 1.987670 2.813224
H 1.323314 3.181807 2.520894
H 2.800531 3.188210 1.491256
C 2.673627 0.275867 0.392421
H 3.277156 0.803129 -0.361510
H 2.276793 -0.659716 -0.030509
H 3.292024 0.046196 1.270552
C -2.919276 0.640220 -0.148744
H -3.442903 -0.120706 0.451438
H -3.290520 0.631314 -1.184768
H -3.046609 1.628377 0.316572
C -0.974241 -1.441619 -0.856688
H 0.050613 -1.814625 -0.697501
H -1.193774 -1.416830 -1.932254
H -1.675504 -2.115022 -0.345431
Cl -1.359719 3.350423 1.907552
C -1.316649 1.890126 2.917587
H -0.793538 2.156380 3.846593
H -2.362070 1.607735 3.101703

Forces on atoms 1 to 6 (eV/Å):
Pt -0.26 1.02 -1.17
C -0.50 0.31 0.92
C -0.06 -1.40 -0.38
C -0.14 -1.12 0.52
C 0.79 -1.50 0.60
C 0.90 0.79 0.95

Per-atom Mulliken charges, elementary charge units: 0.4387, -0.0343, 0.8736, 0.4201, 0.8548, 0.6900, -1.4828, 0.4512, 0.3558, 0.3190, -1.3610, 0.4026, 0.4189, 0.3406, -1.5751, 0.3863, 0.3704, 0.3268, -1.6010, 0.3690, 0.4235, 0.4747, -1.7066, 0.3616, 0.4081, 0.3970, -0.2279, -0.4498, -0.8273, -0.9663, -0.2587, -0.4093, -0.4458, -1.0392, 0.3273, 0.3471, 0.3266, 0.3091, 0.4933, 0.6683, 0.4181, 0.2508, 0.4889, 0.4329, 0.4007, 0.3793, 0.7107, 0.2434, 0.3124, -0.7232, 0.5882, -0.7937, 0.5520, 0.4174, -1.2488, 0.2851, 0.3178, 0.4896, -1.2802, 0.6654, 0.1179, 0.3573, -1.4080, 0.3783, 0.4682, 0.3817, -0.8680, 0.1884, 0.1577, 0.3264, -0.0620, -1.0639, 0.4449, 0.5051

no.,total energy (eV)
1,-94746.7710
2,-204736.5710
3,-60983.4804